Entry 1:
The following is a quantum chemistry calculation of one molecule with the formula C5H9NO, from the OMol25 dataset.

Element x y z (Å)
H (2.733, 1.591, 0.382)
N (2.562, 0.583, 0.413)
C (1.398, 0.342, -0.018)
C (0.858, -1.058, -0.144)
C (-0.583, -1.172, 0.360)
C (-1.438, -0.055, -0.235)
C (-0.782, 1.313, -0.101)
O (0.589, 1.333, -0.508)
H (0.881, -1.315, -1.212)
H (1.541, -1.729, 0.380)
H (-0.604, -1.125, 1.457)
H (-0.999, -2.143, 0.067)
H (-1.623, -0.265, -1.295)
H (-2.411, -0.023, 0.269)
H (-0.842, 1.683, 0.932)
H (-1.278, 2.041, -0.748)

Results
Max |F|: 0.4 eV Å⁻¹
SMILES: [H]/N=C1/CCCCO1
Highest occupied orbital energy: -10.0 eV
Total charge: 0
2S+1: 1
LUMO level: 0.92 eV
Kohn-Sham gap: 10.89 eV

***

Entry 2:
The following is a quantum chemistry calculation of one molecule with the formula C3H2N2O, from the OMol25 dataset.

Element x y z (Å)
N (-0.135, 2.418, -0.614)
C (-0.168, 1.276, -0.448)
C (-0.156, -0.181, -0.222)
O (-1.288, -0.708, 0.378)
C (1.098, -0.562, 0.465)
N (2.048, -1.209, 0.359)
H (-0.052, -0.683, -1.192)
H (-1.347, -0.350, 1.273)

Results
Max |F|: 1.9 eV Å⁻¹
SMILES: N#CC(O)C#N
Highest occupied orbital energy: -12.5 eV
Total charge: 0
2S+1: 1
LUMO level: -0.29 eV
Kohn-Sham gap: 12.26 eV

***

Entry 3:
The following is a quantum chemistry calculation of C41H51NO8P4S4W as an isolated structure, from the OMol25 dataset.

Element x y z (Å)
W (-0.686, -0.277, -0.242)
S (3.394, -1.914, 0.315)
P (0.992, -1.171, 1.550)
C (-0.721, -0.790, 1.922)
P (-1.654, 0.714, 2.076)
S (-2.879, -0.817, -1.000)
C (-3.170, -0.179, 2.618)
C (-4.320, -0.213, 1.843)
C (-5.377, -1.028, 2.212)
C (-5.294, -1.801, 3.356)
C (-4.159, -1.742, 4.150)
C (-3.097, -0.937, 3.784)
C (-1.332, 1.697, 3.617)
C (-0.198, 1.588, 4.410)
C (0.035, 2.515, 5.411)
C (-0.854, 3.555, 5.621)
C (-1.996, 3.659, 4.840)
C (-2.228, 2.744, 3.833)
C (2.005, -0.694, 2.994)
C (1.810, -1.357, 4.204)
C (2.513, -0.969, 5.327)
C (3.405, 0.091, 5.255)
C (3.569, 0.782, 4.065)
C (2.876, 0.390, 2.933)
C (0.756, -2.978, 1.785)
C (1.801, -3.765, 2.255)
C (1.607, -5.110, 2.513)
C (0.371, -5.693, 2.280)
C (-0.666, -4.922, 1.779)
C (-0.482, -3.571, 1.537)
H (-4.371, 0.381, 0.941)
H (-6.259, -1.069, 1.592)
H (-6.107, -2.459, 3.624)
H (-4.099, -2.340, 5.048)
H (-2.197, -0.901, 4.383)
H (0.486, 0.770, 4.249)
H (0.926, 2.432, 6.017)
H (-0.655, 4.285, 6.391)
H (-2.689, 4.471, 5.008)
H (-3.109, 2.816, 3.205)
H (1.096, -2.167, 4.250)
H (2.363, -1.493, 6.261)
H (3.969, 0.379, 6.129)
H (4.243, 1.626, 4.018)
H (3.009, 0.919, 2.000)
H (2.769, -3.317, 2.420)
H (2.421, -5.697, 2.914)
H (0.213, -6.742, 2.492)
H (-1.634, -5.370, 1.593)
H (-1.314, -2.975, 1.158)
N (-1.784, -2.569, -3.410)
C (-0.349, -2.430, -3.575)
C (0.249, -3.268, -4.692)
P (0.490, -2.887, -2.013)
O (0.040, -4.422, -1.779)
O (1.947, -2.744, -2.096)
O (-0.206, -2.111, -0.848)
P (0.146, -0.649, -3.791)
O (-1.217, -0.024, -4.455)
O (1.277, -0.459, -4.710)
O (0.260, -0.006, -2.409)
H (-2.014, -3.521, -3.135)
H (-2.265, -2.337, -4.274)
H (-2.590, -1.520, -2.120)
H (0.033, -4.324, -4.531)
H (1.327, -3.120, -4.698)
H (-0.137, -2.959, -5.663)
H (0.792, -4.896, -1.423)
H (-0.973, 0.364, -5.296)
C (6.314, -0.641, -0.399)
C (5.253, 0.387, -0.079)
S (3.523, -0.126, -0.513)
O (3.160, 2.428, 0.178)
C (3.707, -0.263, -2.334)
C (3.345, 1.083, -2.920)
H (7.229, -0.399, 0.138)
H (6.552, -0.684, -1.459)
H (5.976, -1.624, -0.073)
H (5.403, 1.337, -0.585)
H (5.202, 0.564, 0.994)
H (2.996, -1.025, -2.646)
H (4.721, -0.575, -2.566)
H (2.302, 1.299, -2.693)
H (3.447, 1.052, -4.002)
H (3.974, 1.875, -2.518)
O (-0.800, 1.540, -0.516)
S (1.681, 2.430, 0.086)
C (1.342, 3.941, -0.889)
C (1.763, 5.059, 0.042)
C (1.035, 4.791, 1.358)
C (1.156, 3.296, 1.637)
H (0.279, 3.953, -1.112)
H (1.921, 3.897, -1.806)
H (1.522, 6.044, -0.359)
H (2.842, 4.997, 0.200)
H (-0.016, 5.070, 1.256)
H (1.463, 5.380, 2.171)
H (0.218, 2.838, 1.946)
H (1.919, 3.059, 2.375)
C (-3.715, 4.180, -1.774)
C (-3.162, 4.323, -0.513)
C (-2.185, 3.447, -0.071)
C (-1.744, 2.428, -0.915)
C (-2.310, 2.280, -2.183)
C (-3.295, 3.151, -2.603)
H (-4.475, 4.864, -2.114)
H (-3.496, 5.116, 0.141)
H (-1.777, 3.534, 0.927)
H (-1.955, 1.475, -2.813)
H (-3.750, 3.026, -3.574)

Results
Max |F|: 3.8 eV Å⁻¹
Highest occupied orbital energy (alpha / beta): -7.2 / -7.5 eV
Total charge: 0
2S+1: 1
LUMO level (alpha / beta): -1.03 / -1.29 eV
Kohn-Sham gap (alpha / beta): 6.18 / 6.19 eV

***

Entry 4:
The following is a quantum chemistry calculation of CHAgLiO2 as an isolated structure, from the OMol25 dataset.

Element x y z (Å)
O (1.548, 0.067, 0.962)
C (0.104, 0.185, 0.271)
O (-0.768, -0.680, 0.097)
Li (-2.636, -0.717, -0.287)
Ag (1.910, -0.119, -1.116)
H (-0.158, 1.264, 0.073)

Results
Max |F|: 3.4 eV Å⁻¹
Highest occupied orbital energy (alpha / beta): -10.6 / -14.8 eV
Total charge: +1
2S+1: 3
LUMO level (alpha / beta): -4.45 / -6.54 eV
Kohn-Sham gap (alpha / beta): 6.19 / 8.23 eV

***

Entry 5:
The following is a quantum chemistry calculation of N2 as an isolated structure, from the OMol25 dataset.

Element x y z (Å)
N (-0.734, 0.511, 0.003)
N (0.734, -0.511, -0.003)

Results
Max |F|: 10.7 eV Å⁻¹
Highest occupied orbital energy (alpha / beta): -1.8 / -2.0 eV
Total charge: -1
2S+1: 2
LUMO level (alpha / beta): 5.76 / 6.19 eV
Kohn-Sham gap (alpha / beta): 7.56 / 8.18 eV